Below is C26H18BaBrF4N3PS2 as an isolated structure, with properties calculated with the ωB97M-V functional and the def2-TZVPD basis.

Positions of all 56 atoms, in Å:
Ba (-0.5830, 0.8895, 0.5181)
C (-2.2101, -1.9454, -4.7252)
S (-3.2040, -0.8310, -3.7234)
C (-2.2497, -0.6506, -2.2710)
S (-2.9670, 0.4401, -1.1361)
N (-1.1474, -1.3426, -2.2330)
N (-0.3265, -1.0781, -1.1664)
C (0.5640, -1.9798, -0.9656)
C (1.6304, -1.8205, 0.0219)
C (2.5349, -2.8628, 0.2083)
C (3.5693, -2.7026, 1.1152)
C (3.6655, -1.5074, 1.8100)
C (2.7162, -0.5248, 1.5677)
N (1.7208, -0.6611, 0.6963)
H (-2.7632, -2.0677, -5.6551)
H (-2.0917, -2.9126, -4.2415)
H (-1.2315, -1.5215, -4.9318)
H (0.5509, -2.8941, -1.5556)
H (2.4233, -3.7794, -0.3537)
H (4.2879, -3.4948, 1.2745)
H (4.4567, -1.3281, 2.5234)
H (2.7690, 0.4218, 2.0964)
F (-4.1507, -0.4825, 7.4590)
C (-3.6068, -0.8018, 6.3004)
C (-4.0105, -1.9377, 5.6203)
F (-4.9449, -2.7202, 6.1293)
C (-3.4171, -2.2494, 4.4003)
F (-3.8178, -3.3665, 3.8005)
C (-2.4478, -1.4481, 3.8100)
P (-1.6974, -1.8564, 2.1794)
C (-3.0801, -2.4239, 1.1557)
C (-4.3606, -1.8942, 1.3005)
C (-5.3449, -2.1827, 0.3710)
C (-5.0588, -2.9916, -0.7188)
C (-3.7862, -3.5211, -0.8688)
C (-2.7992, -3.2377, 0.0608)
C (-0.7223, -3.3294, 2.6182)
C (0.5798, -3.1160, 3.0638)
C (1.3616, -4.1818, 3.4769)
C (0.8547, -5.4714, 3.4256)
C (-0.4372, -5.6929, 2.9684)
C (-1.2288, -4.6277, 2.5715)
C (-2.0415, -0.3278, 4.5385)
Br (-0.5890, 0.7912, 4.0102)
C (-2.6052, -0.0022, 5.7580)
F (-2.2018, 1.0656, 6.4367)
H (-4.5975, -1.2446, 2.1350)
H (-6.3353, -1.7656, 0.4932)
H (-5.8248, -3.2035, -1.4522)
H (-3.5547, -4.1513, -1.7175)
H (-1.8074, -3.6537, -0.0752)
H (0.9833, -2.1088, 3.0972)
H (2.3669, -4.0058, 3.8370)
H (1.4643, -6.3065, 3.7433)
H (-0.8337, -6.6985, 2.9307)
H (-2.2393, -4.8042, 2.2290)

Calculated values
- Frontier orbital gap: 0.2644 Eh
- Calculated total energy: -5302.38729 Eh
- Net charge: +1
- Highest occupied orbital energy: -10.71 eV
- LUMO: -3.51 eV